12
Properties=species:S:1:pos:R:3:forces:R:3:mulliken_charge:R:1 method="wB97M-V/def2-TZVPD" de_lowest_kj_mol=195.3 total_charge=0 smiles="O=C1NC[C@H]2O[C@@H]12" gap_ev=10.813
O 1.129 2.275 0.758 -0.7 -0.6 -0.3 -0.61
C 0.578 1.259 0.384 0.1 0.1 -0.2 0.35
N 1.204 0.173 -0.172 0.3 0.0 0.1 -0.14
C 0.381 -0.981 -0.473 0.3 -0.4 0.2 -0.47
C -0.973 -0.571 0.013 0.3 -0.7 -0.1 -0.15
O -1.119 -0.193 1.356 -0.2 0.1 0.4 -0.40
C -0.899 0.853 0.425 0.2 -1.0 -1.2 -0.15
H 2.209 0.128 -0.185 0.0 0.1 0.1 0.21
H 0.696 -1.877 0.058 0.4 -0.2 0.0 0.25
H 0.358 -1.190 -1.554 -0.1 0.0 0.3 0.29
H -1.872 -1.046 -0.404 0.4 0.5 -0.1 0.46
H -1.692 1.172 -0.204 -1.1 2.2 0.8 0.37

12
Properties=species:S:1:pos:R:3:forces:R:3:mulliken_charge:R:1 method="wB97M-V/def2-TZVPD" de_lowest_kj_mol=117.9 total_charge=0 smiles="O=C[C@H]1CN=CO1" gap_ev=10.590
O 0.871 0.207 -2.496 -0.3 0.3 0.4 -0.46
C 0.217 0.661 -1.591 0.2 -0.2 -0.3 -0.14
C -0.395 -0.221 -0.521 0.1 -0.1 -0.1 0.40
C 0.670 -0.822 0.439 0.1 -0.1 -0.2 -0.54
N 0.360 -0.240 1.745 -0.4 0.3 -0.1 -0.49
C -0.661 0.483 1.575 0.2 -0.1 0.2 0.06
O -1.222 0.577 0.340 0.0 0.0 0.0 -0.41
H 0.042 1.751 -1.464 0.0 -0.1 -0.1 0.33
H -1.015 -0.985 -1.000 0.1 0.1 0.0 0.29
H 0.611 -1.913 0.493 0.0 0.2 0.0 0.29
H 1.689 -0.560 0.138 -0.1 -0.1 0.0 0.27
H -1.167 1.060 2.342 0.1 -0.1 -0.1 0.39

12
Properties=species:S:1:pos:R:3:forces:R:3:mulliken_charge:R:1 method="wB97M-V/def2-TZVPD" de_lowest_kj_mol=716.9 total_charge=0 gap_ev="8.465 / 8.466"
O 1.185 2.092 0.860 -0.2 -0.5 -0.1 -0.51
C 0.664 1.063 0.525 0.1 0.3 0.1 0.40
N 1.206 0.105 -0.394 -0.1 0.1 0.1 -0.49
C 0.573 -1.145 -0.127 0.0 -0.1 -0.1 -0.39
C -0.865 -0.581 0.010 0.1 0.1 0.1 0.11
O -1.385 -0.514 1.236 -0.1 -0.2 0.0 -0.33
C -0.831 0.723 0.623 0.1 0.2 -0.2 -0.02
H 0.189 0.264 -1.494 -0.1 0.0 0.0 0.20
H 0.821 -1.600 0.834 -0.1 0.1 -0.1 0.26
H 0.704 -1.851 -0.947 0.0 0.1 0.2 0.31
H -0.681 -0.048 -1.595 -0.1 0.0 0.1 0.08
H -1.582 1.492 0.470 0.2 -0.1 0.0 0.38

12
Properties=species:S:1:pos:R:3:forces:R:3:mulliken_charge:R:1 method="wB97M-V/def2-TZVPD" de_lowest_kj_mol=430.7 total_charge=0 smiles="O/N=C1/C=COC1" gap_ev=9.360
C -0.293 0.342 0.251 -1.1 0.7 -2.5 0.65
C 0.206 -1.072 0.059 0.9 0.5 3.6 -0.35
C 1.914 0.345 -0.136 0.9 1.2 0.0 -0.34
C 0.978 1.163 0.056 -6.6 4.3 1.5 -0.47
H -3.375 0.252 -0.040 3.7 -2.8 -0.3 0.38
H -0.268 -1.469 -0.805 0.0 -0.8 -0.7 0.31
H 0.268 -1.693 0.995 -1.5 0.1 -1.1 0.23
H 2.846 0.642 -0.309 4.1 0.6 -0.7 0.53
H 0.931 2.258 0.104 0.4 -0.7 -0.2 0.35
N -1.502 0.741 -0.051 1.2 -0.7 1.3 -0.47
O -2.458 -0.363 -0.086 -2.5 3.6 0.4 -0.43
O 1.619 -0.868 -0.036 0.4 -5.9 -1.3 -0.39

12
Properties=species:S:1:pos:R:3:forces:R:3:mulliken_charge:R:1 method="wB97M-V/def2-TZVPD" de_lowest_kj_mol=205.2 total_charge=0 smiles="C=NC(C=O)C=O" gap_ev=10.045
O 2.493 -0.666 -0.459 -0.5 0.1 0.0 -0.44
C 1.345 -0.330 -0.553 0.4 -0.1 0.0 -0.05
C 0.365 -0.287 0.627 0.1 -0.1 0.1 0.22
C -0.787 1.610 -0.144 0.0 0.0 0.2 -0.24
N -0.104 1.083 0.788 -0.2 0.2 -0.3 -0.45
C -0.738 -1.306 0.353 -0.3 0.0 -0.4 -0.05
O -1.568 -1.166 -0.514 0.4 -0.1 0.4 -0.45
H 0.904 0.011 -1.513 0.1 0.0 0.1 0.30
H 0.917 -0.581 1.524 -0.1 0.0 -0.1 0.30
H -1.100 1.104 -1.061 0.1 0.0 0.1 0.23
H -1.106 2.645 -0.011 0.0 -0.1 0.0 0.28
H -0.720 -2.213 0.988 0.0 0.1 -0.1 0.34

12
Properties=species:S:1:pos:R:3:forces:R:3:mulliken_charge:R:1 method="wB97M-V/def2-TZVPD" de_lowest_kj_mol=136.7 total_charge=0 smiles=Cc1ocnc1O gap_ev=9.345
C 0.560 -0.508 -1.597 0.1 -0.2 -0.1 -1.03
C 0.509 -0.041 -0.192 -0.2 -0.1 0.0 0.39
C -0.142 -0.460 0.919 0.1 0.0 -0.2 0.48
O -0.648 -1.677 1.185 0.2 -0.2 0.3 -0.50
N -0.487 0.605 1.724 -0.4 0.1 -0.6 -0.60
C -0.122 1.623 1.016 -0.3 0.1 0.1 -0.03
O 0.596 1.332 -0.067 -0.7 0.1 -0.3 -0.32
H -0.065 0.165 -2.203 0.2 -0.2 0.1 0.28
H 1.563 -0.510 -2.026 0.0 -0.1 0.0 0.28
H 0.122 -1.505 -1.650 0.2 0.0 -0.1 0.32
H -1.199 -1.558 1.973 0.1 -0.2 -0.1 0.37
H -0.687 2.534 0.919 0.8 0.8 0.9 0.37

12
Properties=species:S:1:pos:R:3:forces:R:3:mulliken_charge:R:1 method="wB97M-V/def2-TZVPD" de_lowest_kj_mol=449.2 total_charge=0 smiles="O/N=C1/C=COC1" gap_ev=9.515
C 0.317 0.451 0.015 -2.4 -3.1 2.3 0.74
C -0.006 -1.036 0.072 -0.9 1.6 0.9 -0.42
C -1.844 0.244 -0.004 -3.6 -2.1 0.6 -0.04
C -0.915 1.121 0.189 0.6 5.1 -2.4 -0.55
H 3.285 -0.062 -0.433 -4.6 -1.4 2.6 0.36
H 0.326 -1.499 1.011 -0.1 -0.1 -0.5 0.29
H 0.600 -1.258 -0.770 -0.3 -2.1 -1.1 0.38
H -2.941 0.541 -0.031 1.5 -1.2 -0.2 0.34
H -1.155 2.197 -0.150 0.7 -1.6 1.3 0.26
N 1.492 0.759 0.015 4.3 3.0 -0.3 -0.57
O 2.296 -0.381 0.107 5.0 1.3 -2.8 -0.43
O -1.455 -1.076 -0.021 0.0 0.6 -0.5 -0.38

12
Properties=species:S:1:pos:R:3:forces:R:3:mulliken_charge:R:1 method="wB97M-V/def2-TZVPD" de_lowest_kj_mol=211.0 total_charge=0 smiles="O=CC(=O)N1CC1" gap_ev=9.645
O 2.040 0.312 1.972 0.0 0.0 0.2 -0.41
C 2.129 0.177 0.793 0.1 -0.1 -0.5 -0.12
C 0.924 0.064 -0.164 0.0 -0.1 -0.6 0.68
O 1.140 -0.181 -1.331 0.0 0.2 0.7 -0.52
N -0.344 0.303 0.408 0.4 0.1 0.1 -0.31
C -1.358 -0.731 0.102 -0.1 -0.3 0.0 -0.32
C -1.399 0.566 -0.581 -0.1 0.2 -0.2 -0.29
H 3.100 0.112 0.245 -0.3 0.0 0.2 0.35
H -2.029 -0.961 0.925 0.1 0.1 -0.1 0.23
H -1.021 -1.583 -0.487 0.0 0.2 0.1 0.23
H -1.081 0.588 -1.621 -0.1 0.0 0.2 0.25
H -2.102 1.333 -0.260 0.2 -0.2 -0.1 0.23

12
Properties=species:S:1:pos:R:3:forces:R:3:mulliken_charge:R:1 method="wB97M-V/def2-TZVPD" de_lowest_kj_mol=178.5 total_charge=0 gap_ev=9.044
C -0.260 0.772 -1.964 0.7 -0.2 -0.3 0.19
C -0.542 -0.955 -0.230 -2.9 -1.1 0.0 0.17
C -0.345 -1.500 1.026 0.9 1.8 -1.8 -0.55
C 0.375 -0.761 2.126 -2.8 2.8 -1.0 -0.02
H -1.015 0.205 -2.579 0.3 0.2 0.8 0.22
H 0.640 0.477 0.061 -0.3 1.3 -1.4 0.21
H -1.388 -1.334 -0.903 1.5 0.0 1.0 0.18
H -0.981 -2.357 1.196 0.5 -0.2 0.6 0.32
H 0.207 -1.247 3.034 0.7 -1.4 1.9 0.36
N -0.039 0.208 -0.683 1.4 0.4 0.8 -0.05
O 0.338 1.705 -2.447 -0.5 -0.7 1.0 -0.48
O 0.593 0.478 2.225 0.6 -2.9 -1.6 -0.56

12
Properties=species:S:1:pos:R:3:forces:R:3:mulliken_charge:R:1 method="wB97M-V/def2-TZVPD" de_lowest_kj_mol=182.7 total_charge=0 smiles="O=C[C@H]1CN1C=O" gap_ev=10.879
O 2.656 -0.327 -0.532 -0.4 -0.1 0.1 -0.46
C 1.454 -0.343 -0.459 0.3 0.1 0.0 -0.16
C 0.673 0.398 0.575 0.2 0.0 0.0 0.09
C -0.463 1.221 0.030 -0.1 0.2 -0.1 -0.44
N -0.719 0.021 0.765 -0.2 -0.1 0.0 -0.20
C -1.277 -1.085 0.114 -0.1 0.0 -0.3 0.04
O -2.053 -1.008 -0.806 0.2 0.0 0.5 -0.48
H 0.826 -0.910 -1.182 0.1 0.1 0.0 0.36
H 1.227 0.732 1.449 -0.1 0.0 -0.1 0.35
H -0.649 1.186 -1.043 0.0 0.0 0.1 0.27
H -0.712 2.156 0.523 0.1 -0.2 0.0 0.22
H -0.964 -2.043 0.564 0.0 0.1 0.0 0.39

12
Properties=species:S:1:pos:R:3:forces:R:3:mulliken_charge:R:1 method="wB97M-V/def2-TZVPD" de_lowest_kj_mol=185.9 total_charge=0 smiles="O=C1CCC=NO1" gap_ev=10.893
C -1.461 -0.447 0.051 -1.2 -0.7 -0.9 0.54
C -0.586 0.762 0.336 -1.3 0.5 -1.2 -0.42
C 0.778 0.605 -0.314 0.1 0.6 0.6 -0.42
C 1.293 -0.749 -0.016 0.5 -0.7 0.6 -0.03
H -0.519 0.914 1.405 0.0 0.0 0.3 0.28
H -1.136 1.626 -0.130 0.5 -0.7 0.7 0.25
H 1.430 1.431 0.033 -0.1 -0.7 -0.2 0.28
H 0.712 0.686 -1.387 -0.1 0.2 -0.6 0.27
H 2.384 -0.901 0.130 -0.9 -0.1 -0.1 0.36
N 0.571 -1.793 0.141 0.9 0.4 0.0 -0.37
O -2.655 -0.467 -0.169 1.8 0.4 0.6 -0.54
O -0.812 -1.668 -0.078 -0.2 0.8 0.2 -0.20

12
Properties=species:S:1:pos:R:3:forces:R:3:mulliken_charge:R:1 method="wB97M-V/def2-TZVPD" de_lowest_kj_mol=155.9 total_charge=0 gap_ev=9.734
N -2.301 -0.494 -0.526 0.1 -0.3 -0.2 -0.66
C -1.100 -0.134 -0.653 -0.5 0.0 0.4 0.47
C 0.183 -0.851 -0.492 0.1 0.0 0.0 -0.57
C 0.964 0.021 0.152 -0.2 0.0 0.0 0.58
O 2.171 -0.090 0.719 0.1 -0.2 0.0 -0.49
C 0.180 1.295 0.353 0.1 0.2 0.3 -0.46
O -0.825 1.217 -0.643 0.0 0.1 -0.1 -0.36
H -0.360 1.196 1.306 0.3 0.2 0.2 0.24
H -2.331 -1.496 -0.352 -0.1 -0.1 -0.4 0.23
H 0.352 -1.896 -0.724 0.0 0.2 0.1 0.37
H 2.481 -1.002 0.634 0.0 0.1 0.0 0.33
H 0.720 2.243 0.347 0.0 -0.2 -0.3 0.33

12
Properties=species:S:1:pos:R:3:forces:R:3:mulliken_charge:R:1 method="wB97M-V/def2-TZVPD" de_lowest_kj_mol=674.8 total_charge=0 gap_ev=8.700
C 1.585 0.458 -0.322 0.6 -0.9 1.1 -0.58
C 1.337 -1.087 -0.182 -0.5 0.2 -2.0 0.98
C 0.241 0.942 -0.169 -0.6 0.4 1.8 -0.31
C -0.633 -0.109 0.549 -1.7 -0.8 -1.9 -0.44
N -0.081 -1.330 -0.036 -0.5 -1.0 0.3 -0.36
O 0.983 -1.855 0.900 0.1 1.2 0.4 -0.42
O 1.922 -1.763 -1.215 0.3 0.8 -0.2 -0.49
H 0.030 1.987 0.054 0.3 0.0 -0.3 0.40
H 0.017 0.698 -1.184 -0.3 0.2 -1.9 0.29
H -0.391 -0.152 1.553 0.0 0.3 2.3 0.34
H -1.782 -0.104 0.371 2.1 0.3 0.3 0.25
H 2.299 -2.569 -0.892 0.2 -0.8 0.3 0.35

12
Properties=species:S:1:pos:R:3:forces:R:3:mulliken_charge:R:1 method="wB97M-V/def2-TZVPD" de_lowest_kj_mol=432.7 total_charge=0 gap_ev=7.897
C 0.848 -1.852 0.272 -0.1 0.0 -0.1 -1.05
C 0.356 -0.483 -0.012 0.0 -0.2 -0.1 1.05
C 1.367 0.634 -0.138 0.8 -0.4 -1.3 -0.60
O 0.877 1.544 -0.830 -0.1 0.1 1.0 -0.23
C -0.833 1.294 -0.106 0.3 0.3 0.0 0.18
O -1.797 2.083 -0.604 -0.2 -0.3 -0.2 -0.44
N -0.863 -0.060 -0.140 0.5 0.0 0.7 -0.52
H 0.106 -2.608 0.022 0.0 0.0 0.1 0.32
H 1.764 -2.003 -0.312 -0.1 -0.1 0.1 0.33
H 1.129 -1.944 1.328 -0.1 0.0 -0.2 0.26
H -0.340 1.683 0.769 -0.6 0.5 0.4 0.31
H -2.614 1.714 -0.248 -0.4 0.1 -0.3 0.37

12
Properties=species:S:1:pos:R:3:forces:R:3:mulliken_charge:R:1 method="wB97M-V/def2-TZVPD" de_lowest_kj_mol=336.3 total_charge=0 gap_ev=9.040
N 0.771 1.356 0.813 0.0 0.0 0.0 -0.25
C 0.520 0.613 -0.248 0.3 0.2 0.2 -0.12
C -1.451 -0.088 -0.646 -0.4 -0.3 0.0 -0.50
C -0.864 -1.127 -0.022 -0.2 0.4 0.2 -0.16
O 0.245 -1.693 -0.629 0.2 0.0 -0.1 -0.29
C 1.177 -0.686 -0.412 0.5 -0.1 0.0 0.48
O 2.364 -0.882 -0.451 -0.5 0.1 0.0 -0.56
H 0.595 2.351 0.784 0.0 -0.2 0.0 0.25
H 1.250 1.015 1.643 -0.1 0.0 -0.2 0.21
H -2.242 0.462 -0.145 0.2 0.0 0.0 0.32
H -1.330 0.087 -1.705 0.0 -0.1 0.1 0.28
H -1.036 -1.407 1.018 0.0 0.0 -0.3 0.34

13
Properties=species:S:1:pos:R:3:forces:R:3:mulliken_charge:R:1 method="wB97M-V/def2-TZVPD" de_lowest_kj_mol=322.5 total_charge=0 smiles=COc1ocnc1S gap_ev=8.654
C 2.556 -1.132 0.140 0.1 3.7 -1.5 -0.58
C 0.497 -0.046 -0.184 1.8 2.1 0.7 0.48
C 0.164 2.081 0.030 -0.3 -1.3 1.3 -0.07
C -0.772 0.224 -0.250 -4.9 0.0 1.4 0.42
H 2.958 -0.213 -0.593 -0.5 -3.1 1.5 0.26
H 2.961 -2.139 0.007 -0.2 0.5 -0.2 0.24
H 2.824 -0.673 1.132 -0.8 -0.9 -0.6 0.28
H 0.573 3.045 0.282 -0.5 0.3 -0.2 0.37
H -1.211 -1.983 -0.300 -1.5 0.9 0.6 0.15
N -1.053 1.576 0.009 3.2 0.7 -1.1 -0.50
O 1.094 -1.176 -0.143 3.0 -2.6 0.6 -0.40
O 1.198 1.118 0.040 -1.6 0.6 -1.0 -0.37
S -2.108 -0.960 0.114 2.3 -0.7 -1.4 -0.27

13
Properties=species:S:1:pos:R:3:forces:R:3:mulliken_charge:R:1 method="wB97M-V/def2-TZVPD" de_lowest_kj_mol=506.2 total_charge=0 smiles="C=C1OCC(=S)N1O" gap_ev=8.701
C 1.482 0.016 -0.097 3.1 2.0 1.6 0.42
C 2.698 -0.644 0.102 -3.2 -0.4 1.0 -0.82
C -0.145 1.687 0.064 0.6 3.0 -1.5 0.00
C -0.719 0.370 0.144 -4.7 -1.2 0.1 0.17
H -0.906 -1.836 -0.611 2.9 0.2 1.9 0.32
H 3.663 -0.106 0.095 -0.9 -0.5 -0.1 0.32
H 2.541 -1.730 0.618 0.7 2.8 -1.9 0.22
H -0.398 2.168 -0.973 -0.8 -0.3 2.4 0.20
H -0.144 2.391 0.985 -0.8 -1.2 -1.6 0.22
N 0.224 -0.497 0.099 2.8 -0.6 -0.2 0.27
O 0.139 -1.787 -0.123 -4.5 -2.0 -1.7 -0.45
O 1.191 1.417 -0.193 4.2 -2.1 0.0 -0.39
S -2.304 -0.188 0.027 0.5 0.4 0.0 -0.47

13
Properties=species:S:1:pos:R:3:forces:R:3:mulliken_charge:R:1 method="wB97M-V/def2-TZVPD" de_lowest_kj_mol=343.6 total_charge=0 smiles="C/C(=N/O)C(=S)C=O" gap_ev=7.961
C -0.074 1.755 0.767 0.9 -0.1 0.9 -1.12
C 0.180 0.535 -0.055 0.7 0.0 -0.4 0.81
C -0.892 -0.494 -0.222 0.3 0.2 0.0 0.09
C -0.541 -1.908 0.198 -0.4 -0.8 -0.1 0.05
H 0.821 2.392 0.784 -0.3 -0.2 -0.2 0.34
H -0.905 2.316 0.397 -0.6 0.3 -0.3 0.33
H -0.276 1.480 1.815 -0.1 0.0 -0.3 0.29
H 2.301 -0.748 -1.681 -0.1 -0.1 -0.1 0.37
H -1.196 -2.702 -0.313 0.8 0.8 0.6 0.31
N 1.327 0.414 -0.622 -1.1 0.0 0.3 -0.47
O 1.374 -0.733 -1.413 0.3 0.1 0.0 -0.35
O 0.269 -2.145 1.056 -0.5 0.1 -0.6 -0.45
S -2.388 -0.163 -0.710 0.1 -0.1 0.0 -0.19

13
Properties=species:S:1:pos:R:3:forces:R:3:mulliken_charge:R:1 method="wB97M-V/def2-TZVPD" de_lowest_kj_mol=383.3 total_charge=0 smiles="Cc1cc(=O)n(O)s1" gap_ev=8.382
C -0.822 0.252 0.737 -0.7 -0.8 0.2 -0.72
C -0.009 0.147 -0.340 -0.4 -0.2 2.6 0.88
C -2.147 0.834 0.445 0.6 0.4 0.8 0.44
C 1.379 -0.337 -0.150 0.0 -0.6 0.1 -1.04
N -2.051 1.504 -0.768 2.5 -0.9 -0.8 -0.02
O -3.132 0.909 1.181 0.5 0.1 -1.1 -0.67
O -3.217 1.935 -1.356 0.4 -0.2 -1.0 -0.36
S -0.530 0.847 -1.809 -3.2 1.1 1.4 0.00
H -0.589 -0.173 1.762 -0.3 0.7 -1.6 0.24
H 1.570 -1.003 -1.019 0.4 -0.4 1.1 0.32
H 1.539 -0.730 0.965 -0.1 0.7 -2.9 0.28
H 1.941 0.549 -0.405 1.0 0.2 0.5 0.31
H -3.771 2.018 -0.575 -0.7 -0.1 0.6 0.36

13
Properties=species:S:1:pos:R:3:forces:R:3:mulliken_charge:R:1 method="wB97M-V/def2-TZVPD" de_lowest_kj_mol=431.4 total_charge=0 gap_ev=9.275
C 0.388 0.023 -0.098 0.5 -2.9 0.0 0.49
C -0.655 1.041 -0.107 1.4 -0.5 -0.5 -0.35
C -1.956 0.822 -0.114 -0.9 3.6 1.1 -0.62
C 1.831 0.493 -0.082 -0.8 2.9 1.8 0.52
H -1.280 -2.594 0.461 0.9 4.5 -2.2 0.35
H -0.224 2.032 -0.123 -0.2 0.2 0.4 0.33
H -2.429 -0.086 -0.221 -0.8 -1.4 -0.1 0.41
H -2.573 1.731 0.149 0.4 -1.1 -0.8 0.20
H 2.537 -1.704 0.032 -1.0 -1.3 -0.1 0.16
N 0.263 -1.298 0.061 -1.8 2.9 -0.6 -0.31
O -1.142 -1.568 -0.021 0.9 -5.1 2.5 -0.43
O 2.091 1.684 0.163 -0.7 -2.0 -1.1 -0.55
S 3.148 -0.577 -0.099 2.1 0.3 -0.3 -0.20